Record 1
Formula: C45H62BrGeN4O2P2SSn
Source: OMol25
Level of theory: the ωB97M-V functional and the def2-TZVPD basis

Its spin multiplicity is 1. Its net charge is +1. The energy above the lowest of the compared OMol25 structures with the same formula, charge and spin comes out at 0.7948 eV.

Last column: Löwdin charge in e.
Positions of all 119 atoms, in Å:
1 Sn 0.42186 0.35670 0.43954  1.178
2 Br 4.33440 -2.96037 -5.76398  0.794
3 Ge -1.39257 -2.94414 0.68816  0.760
4 S -3.68439 0.90979 1.86347  0.495
5 P 2.44976 0.34709 2.00816  1.055
6 P -0.34451 2.18974 -1.08443  1.053
7 O 2.50048 0.04237 -1.85460  -0.154
8 O 0.16640 -1.15651 -1.81323  -0.068
9 N -0.70429 -4.54592 -3.60969  0.204
10 N -4.91611 2.43431 -0.17543  0.023
11 N 0.06605 1.85928 1.87922  -0.143
12 N -1.71223 -2.55417 -3.75376  0.156
13 C -2.73037 -3.49580 -3.78638  -0.216
14 C 2.04521 3.46422 -0.60701  -0.118
15 C -1.19239 3.07928 0.19406  -0.311
16 C 2.31069 -0.95139 -2.78362  -0.206
17 C -2.82620 -5.90772 -3.61771  -0.008
18 C -0.77877 -1.16561 1.28653  -0.405
19 C -2.87036 -2.67052 -0.55037  -0.188
20 C -0.64892 0.58518 5.30055  0.004
21 C -0.79563 2.89936 1.54185  -0.321
22 C 0.78119 -2.59136 -3.67491  -0.075
23 C -1.27244 3.82996 2.46347  -0.021
24 C 2.99707 -2.40293 -4.55827  -0.670
25 C 1.06061 -1.57105 -2.77728  -0.183
26 C 1.01680 3.24472 -1.71004  -0.492
27 C -2.71682 4.86808 0.80052  -0.267
28 C -1.34858 1.50877 -2.45618  -0.505
29 C 1.32305 0.50899 3.39314  -0.330
30 C -2.15917 4.03042 -0.14589  -0.062
31 C 1.76867 -3.02404 -4.55998  -0.051
32 C -0.53038 -3.26267 -3.68304  -0.295
33 C 3.27722 -1.35831 -3.68474  -0.053
34 C 3.78257 0.66481 -1.89678  -0.066
35 C -1.78597 2.47755 -3.55590  -0.080
36 C 0.03052 -4.07876 -0.04623  -0.202
37 C 0.51040 -0.15111 5.57382  -0.260
38 C 0.17280 1.28571 3.14886  -0.333
39 C -3.82625 5.81167 0.43318  -0.036
40 C 0.66777 -0.88331 6.87789  -0.040
41 C 2.34653 -2.43202 2.10347  -0.099
42 C -2.05276 -3.76437 2.32726  -0.198
43 C 3.69363 1.70506 2.14296  -0.497
44 C 3.32222 -1.25835 2.06934  -0.523
45 C -2.21555 4.77327 2.09524  0.001
46 C 1.48052 -0.19713 4.58970  -0.047
47 C 4.83918 1.24862 3.05820  -0.093
48 C -4.11295 -3.37533 -3.87285  -0.021
49 C -2.08242 -4.72865 -3.66816  -0.223
50 C 3.06543 2.97338 2.72981  -0.093
51 C -4.42879 1.80280 0.67482  -0.962
52 C 0.50396 4.61730 -2.16724  -0.080
53 C -4.19905 -5.80041 -3.70023  -0.078
54 C -2.54162 0.76540 -1.86477  -0.103
55 C -4.83271 -4.55265 -3.82973  -0.077
56 C -0.83055 1.28246 4.12263  -0.012
57 C 4.26021 -1.38494 0.86923  -0.093
58 H 0.66125 -0.18881 7.71913  0.088
59 H 2.91368 -3.36259 2.16673  0.101
60 H 4.24870 -0.88857 -3.72210  0.102
61 H 5.43487 0.43814 2.64165  0.068
62 H -3.29646 -3.62944 -0.84764  0.036
63 H -1.24079 -3.90777 3.04206  0.021
64 H -0.42365 -4.92287 -0.56882  0.027
65 H 2.37234 -0.79385 4.75377  0.114
66 H 1.66601 -2.39140 2.95307  0.076
67 H -3.29299 1.45412 -1.47300  0.045
68 H -1.79555 -1.59357 -4.04248  0.159
69 H 3.78530 3.78926 2.65058  0.096
70 H -0.58877 -1.76769 -1.78499  0.065
71 H 2.84740 2.81876 3.78719  0.092
72 H -2.37039 1.90974 -4.28213  0.091
73 H -2.81221 -3.12744 2.78165  0.031
74 H -2.33223 -6.86549 -3.52175  0.115
75 H 1.75557 -2.47820 1.18687  0.043
76 H 0.62847 -4.48180 0.77256  0.018
77 H -0.93588 3.78826 3.48904  0.115
78 H -2.27449 0.09743 -1.04389  0.040
79 H 3.81541 1.36069 -1.06653  0.065
80 H -4.59477 5.27207 -0.12214  0.074
81 H 0.70914 -3.59182 -0.74554  0.006
82 H 3.90477 -1.24986 2.99502  0.109
83 H -3.02632 0.17407 -2.64675  0.088
84 H 0.04998 5.14486 -1.32707  0.083
85 H 4.84808 -2.29843 0.96526  0.099
86 H -1.67598 -0.54495 1.44846  -0.081
87 H 1.45539 2.69463 -2.54948  0.116
88 H 2.92828 3.96117 -1.01273  0.103
89 H 5.50377 2.09698 3.22724  0.095
90 H 1.62297 4.10554 0.16776  0.089
91 H -0.31388 -1.28600 2.26861  -0.006
92 H -2.42934 3.27147 -3.17913  0.080
93 H 3.91992 1.20730 -2.83405  0.114
94 H -1.45054 0.58630 6.03111  0.129
95 H -3.46720 6.64017 -0.18129  0.083
96 H 3.67958 -1.46346 -0.05324  0.070
97 H 4.45486 0.94148 4.03385  0.087
98 H 1.54804 -3.83969 -5.23384  0.123
99 H -0.15082 -1.58795 7.03180  0.088
100 H 2.35912 2.53620 -0.13249  0.008
101 H -3.63112 -2.07346 -0.04326  0.037
102 H -4.29003 6.23230 1.32457  0.081
103 H 4.95505 -0.54956 0.77269  0.069
104 H -0.64879 0.79165 -2.90067  0.091
105 H -2.59190 -2.13893 -1.45970  -0.019
106 H -2.49951 -4.73680 2.11730  0.029
107 H -2.50154 4.10351 -1.17087  0.112
108 H -5.91215 -4.51443 -3.89159  0.108
109 H -4.80793 -6.69403 -3.66838  0.106
110 H -1.77422 1.77038 3.91871  0.083
111 H -2.59447 5.45021 2.85253  0.124
112 H -0.22185 4.57253 -2.97217  0.062
113 H -4.60524 -2.41486 -3.95579  0.114
114 H 4.58103 -0.06908 -1.78006  0.096
115 H -0.94644 2.91453 -4.09168  0.071
116 H 1.60382 -1.43992 6.91106  0.077
117 H 1.35307 5.20876 -2.51396  0.094
118 H 2.14109 3.26714 2.24350  0.049
119 H 4.08802 1.89627 1.14281  0.089

---

Record 2
Formula: CH2N4S
Source: OMol25
Level of theory: the ωB97M-V functional and the def2-TZVPD basis

Its spin multiplicity is 1. Its net charge is 0. The energy above the lowest of the compared OMol25 structures with the same formula, charge and spin comes out at 4.0935 eV.

Last column: Löwdin charge in e.
Positions of all 8 atoms, in Å:
1 S 1.21504 -0.42940 0.39767  1.020
2 N -0.43220 0.48766 -1.61599  0.109
3 N -0.20924 -0.64942 -1.60613  -0.326
4 N 0.41624 -1.51053 -0.95727  -0.201
5 N 0.55920 1.00592 0.00183  -0.342
6 C -0.28196 0.35164 1.00645  -0.356
7 H -0.09674 0.84393 1.93299  0.057
8 H -1.17035 -0.09978 0.84045  0.040

---

Record 3
Formula: C55H66IN11O6P2S2
Source: OMol25
Level of theory: the ωB97M-V functional and the def2-TZVPD basis

Its spin multiplicity is 1. The structure (SMILES) is O=P(O)(O)c1c(I)cc2c(c1P(=O)(O)O)Sc1cccc(CCCS)c1N2.c1cc[nH]c1.c1cc[nH]c1.c1cc[nH]c1.c1cc[nH]c1.c1cc[nH]c1.c1cc[nH]c1.c1cc[nH]c1.c1cc[nH]c1.c1cc[nH]c1.c1cc[nH]c1. Its net charge is 0.

Last column: Löwdin charge in e.
Positions of all 143 atoms, in Å:
1 I 0.64673 -1.20829 4.78891  1.117
2 S 0.67539 2.90703 -0.72114  1.002
3 S -4.10451 -0.09191 3.29261  0.616
4 P 2.99572 0.38403 -0.68947  0.572
5 P 2.79303 -1.79202 2.18245  0.511
6 O 3.84976 -2.19283 0.97886  -0.185
7 O 2.75061 -1.09229 -1.49070  -0.182
8 O 1.88247 -3.17769 2.45625  -0.209
9 O 4.50940 0.46591 0.00923  -0.165
10 O 3.60657 -1.51511 3.40456  -0.341
11 O 2.99730 1.41721 -1.75648  -0.326
12 N -4.88391 -4.02419 -0.79995  0.006
13 N 12.84120 -2.70585 2.63006  0.003
14 N -3.22114 0.77714 -5.80722  0.005
15 N 6.92841 -2.32214 1.32202  -0.003
16 N -9.56607 3.94623 1.00538  0.005
17 N -1.08362 3.08609 1.76825  0.080
18 N 11.02163 -2.84999 -3.94389  -0.007
19 N -8.30882 3.84327 -2.43391  0.009
20 N -6.58292 -0.28256 -0.69988  0.024
21 N 7.58701 -2.29249 -2.89438  0.017
22 N -0.26660 -0.96115 9.14006  0.006
23 C 11.52246 -1.58931 -3.75171  -0.142
24 C 11.86172 -1.07917 -4.97746  -0.109
25 C -8.51878 -1.35460 -0.84117  -0.095
26 C -10.67936 2.19989 1.79722  -0.103
27 C 9.06497 -2.81222 1.65208  -0.113
28 C -9.82261 2.61335 0.81087  -0.141
29 C -1.87292 3.22382 -2.05521  -0.074
30 C -7.75799 4.63235 -4.43069  -0.103
31 C -4.45178 -4.93604 -1.72424  -0.137
32 C 8.94739 -1.41454 1.44114  -0.098
33 C -4.73856 1.65854 3.49570  -0.522
34 C -7.45663 5.61723 -3.45578  -0.104
35 C 7.61797 -1.14229 1.24353  -0.144
36 C 11.55874 -2.07020 -5.94734  -0.112
37 C 13.39113 -1.93042 0.62813  -0.115
38 C 13.34386 -1.44729 2.82279  -0.141
39 C -1.81301 3.18164 0.52341  -0.181
40 C -5.07961 2.30517 2.07469  -0.234
41 C -7.80417 5.10184 -2.23384  -0.152
42 C -2.07387 -0.33228 8.02250  -0.108
43 C 6.64363 -2.01629 -1.94370  -0.124
44 C -4.12433 -4.12939 0.33414  -0.148
45 C 7.05318 -2.08423 -4.13959  -0.135
46 C 5.75122 -1.67971 -3.97833  -0.095
47 C 1.78892 0.62230 0.68302  -0.195
48 C 7.80288 -3.34436 1.57691  -0.138
49 C 13.69142 -0.93898 1.59766  -0.113
50 C -3.26996 3.39475 0.49555  -0.135
51 C -4.15678 1.06262 -4.84982  -0.152
52 C 5.49406 -1.63825 -2.58236  -0.106
53 C 0.81233 1.72128 0.66909  -0.364
54 C -7.25861 -1.40382 -0.30048  -0.147
55 C -4.13187 3.54183 1.80087  -0.162
56 C -7.39732 0.48532 -1.48108  -0.153
57 C -3.33710 3.43426 -2.06493  -0.070
58 C -3.76029 0.98538 -7.04798  -0.141
59 C -1.21764 -0.65483 10.07535  -0.140
60 C -2.35215 -0.26369 9.41191  -0.112
61 C 0.77093 -0.00955 2.97668  -0.559
62 C 1.74152 -0.29373 1.88693  -0.236
63 C 11.04543 -3.15169 -5.28006  -0.147
64 C -10.95652 3.32541 2.61553  -0.109
65 C -8.60673 -0.15448 -1.59114  -0.117
66 C -3.39949 -5.62549 -1.17832  -0.115
67 C -0.77884 -0.76213 7.88651  -0.193
68 C -0.18435 1.09837 2.93513  -0.067
69 C -4.01049 3.51885 -0.77697  -0.041
70 C -3.19188 -5.11381 0.12844  -0.118
71 C -5.30830 1.44967 -5.48580  -0.110
72 C 12.87154 -3.00945 1.29579  -0.159
73 C -10.25874 4.38743 2.10116  -0.139
74 C -5.05668 1.40026 -6.88135  -0.110
75 C -8.27861 3.54904 -3.77048  -0.147
76 C -1.14421 3.10900 -0.79854  -0.404
77 C -0.14458 1.97279 1.76963  -0.196
78 H -1.00564 -0.74253 11.12882  0.106
79 H -3.17671 0.81943 -7.93920  0.106
80 H 9.74761 -0.69050 1.43566  0.093
81 H 10.68917 -3.45966 -3.21693  0.136
82 H -5.74764 1.64266 -7.67357  0.090
83 H 9.97230 -3.36461 1.83944  0.070
84 H -5.10988 3.71055 -0.77513  0.101
85 H 5.06150 -1.44033 -4.77259  0.093
86 H 0.66448 -1.28182 9.34249  0.147
87 H -11.06588 1.20002 1.91757  0.093
88 H -7.60869 4.70874 -5.49624  0.096
89 H 13.54042 -1.86075 -0.43828  0.085
90 H 5.93047 -2.41826 1.20886  0.100
91 H -2.84137 -6.41118 -1.66298  0.090
92 H 4.57295 -1.36411 -2.09004  0.042
93 H -1.77765 2.88452 2.49879  0.098
94 H -7.73723 5.52112 -1.24194  0.095
95 H -0.91450 1.25565 3.76123  0.095
96 H 12.52014 -3.96414 0.93809  0.104
97 H -8.63075 2.59681 -4.13485  0.109
98 H -2.44391 -5.43202 0.83796  0.087
99 H -4.79275 4.44440 1.63686  0.118
100 H -4.31205 -3.49538 1.18668  0.098
101 H -0.17971 -0.94430 7.00534  -0.103
102 H -10.19380 5.41562 2.41925  0.106
103 H -7.03217 6.59343 -3.63051  0.094
104 H 12.50280 -3.31302 3.35623  0.144
105 H 10.69462 -4.10645 -5.63788  0.105
106 H 2.20655 -1.68224 -0.93500  0.069
107 H 4.08380 -3.13855 1.06636  0.099
108 H 11.59204 -1.16659 -2.76184  0.104
109 H 8.52555 -2.59811 -2.70863  0.120
110 H -7.04647 1.41948 -1.89238  0.093
111 H -5.63313 -0.05769 -0.45495  0.136
112 H 13.40926 -1.02354 3.81200  0.105
113 H -4.92834 -5.01401 -2.68819  0.107
114 H 14.11498 0.03658 1.41719  0.090
115 H -3.93629 3.56048 -2.99320  0.097
116 H -6.78492 -2.13800 0.33214  0.100
117 H -3.27927 0.03888 9.87306  0.090
118 H -9.37242 2.07623 -0.00980  0.075
119 H 5.18562 0.52155 -0.69638  0.080
120 H 12.28173 -0.10233 -5.15880  0.092
121 H -4.90564 1.54522 1.26093  0.075
122 H -2.28295 0.46380 -5.62690  0.145
123 H -9.46028 0.20117 -2.14812  0.096
124 H -6.22936 1.73726 -5.00255  0.071
125 H -4.58217 -0.72523 4.42386  -0.138
126 H 0.93518 -2.93847 2.45870  0.031
127 H -3.96963 2.25853 4.05954  0.061
128 H -3.48509 3.82156 2.68187  0.102
129 H -5.64352 -3.37657 -0.93302  0.107
130 H -2.74672 -0.09231 7.21354  0.085
131 H -8.96426 4.51188 0.43262  0.114
132 H -5.67054 1.55101 4.11902  0.074
133 H -8.64768 3.23063 -1.71128  0.101
134 H 7.10370 -0.21414 1.05267  0.108
135 H 6.86878 -2.11273 -0.89543  0.076
136 H 11.70227 -1.99811 -7.01402  0.091
137 H -6.16777 2.59649 2.10880  0.111
138 H -1.33403 3.15641 -3.03343  0.107
139 H -11.59639 3.35321 3.48351  0.092
140 H -9.29075 -2.09680 -0.71151  0.096
141 H 7.45251 -4.35915 1.68050  0.104
142 H 7.64397 -2.24273 -5.02809  0.104
143 H -3.92263 0.96461 -3.80144  0.096

---

Record 4
Formula: C6H9N
Source: OMol25
Level of theory: the ωB97M-V functional and the def2-TZVPD basis

Its spin multiplicity is 1. The structure (SMILES) is CC#CC[C@H]1CN1. Its net charge is 0. The energy above the lowest of the compared OMol25 structures with the same formula, charge and spin comes out at 2.8115 eV.

Last column: Löwdin charge in e.
Positions of all 16 atoms, in Å:
1 N 0.03565 -0.93568 -2.65314  0.011
2 C 0.31781 1.55393 3.19800  -0.114
3 C 0.44367 -0.35308 -1.38046  -0.345
4 C -0.63443 0.44453 -0.67281  -0.175
5 C -0.28106 0.81430 0.70325  -0.038
6 C 0.34373 -1.82023 -1.52880  -0.149
7 C 0.00130 1.14374 1.82822  -0.086
8 H 1.26099 -2.40517 -1.55498  0.101
9 H 0.84854 0.76207 3.73643  0.075
10 H -0.51596 -2.34060 -1.11149  0.102
11 H -1.56018 -0.14351 -0.67927  0.120
12 H -0.84240 1.35270 -1.25244  0.120
13 H 0.94774 2.44955 3.20646  0.075
14 H -0.59787 1.78230 3.75358  0.076
15 H 0.80147 -0.92254 -3.32039  0.089
16 H 1.44744 0.06650 -1.30953  0.140

---

Ordered LUMO energy results: -3.456, 0.265, -0.930, 1.044; unit eV.
Ordered E_HOMO results: -9.017, -9.425, -7.936, -9.385; unit eV.